Here is C30H48F17NNbO16P2 as an isolated structure from the OMol25 dataset. Energies are from the ωB97M-V functional and the def2-TZVPD basis.

Computed properties:
- LUMO level (eV) = 1.4
- total energy (eV) = -132467.575
- net charge = -1
- Kohn-Sham gap (eV) = 6.24
- HOMO level (eV) = -4.86

The geometry in XYZ format:
```
115
C30H48F17NNbO16P2 (the ωB97M-V functional and the def2-TZVPD basis)
C -1.49 3.77 1.26
C -2.17 2.44 0.75
C -2.19 1.42 1.93
Nb -2.61 -0.76 1.42
C -3.13 -0.11 -0.70
P -3.84 -1.41 -1.79
O -4.66 -0.83 -2.87
O -4.83 -2.40 -0.97
O -2.65 -2.31 -2.46
O -2.38 -1.49 3.30
C -1.70 -0.71 4.26
C -0.16 -0.61 4.07
N -0.49 -1.15 0.92
C 0.05 -0.17 0.13
O 0.53 0.80 0.53
F 0.12 -0.31 -1.24
C -0.28 -2.45 0.47
O -0.23 -3.32 1.22
F -0.13 -2.75 -0.84
P -5.10 -0.58 1.92
C -5.56 -1.35 3.55
C -5.73 1.17 1.79
H -1.07 4.27 0.37
H -0.63 3.56 1.91
H -2.21 4.45 1.73
H -3.17 2.76 0.43
H -1.56 2.13 -0.11
H -3.03 1.73 2.58
H -1.28 1.59 2.51
H -2.94 -2.49 0.85
H -3.95 0.63 -0.63
H -2.32 0.38 -1.26
H -4.35 -3.18 -0.68
H -1.85 -1.76 -2.41
H -2.17 0.27 4.49
H -1.81 -1.26 5.22
H 0.23 -1.47 3.52
H 0.30 -0.68 5.07
H 0.18 0.34 3.65
H -6.44 -1.98 3.36
H -4.80 -2.02 3.97
H -5.90 -0.60 4.27
H -6.49 1.22 0.99
H -6.24 1.47 2.72
H -4.97 1.92 1.53
C 3.23 1.09 -0.68
C 3.78 1.98 -1.77
O 5.01 2.62 -1.35
C 6.11 1.89 -1.41
O 6.17 0.75 -1.77
C 7.32 2.73 -0.97
F 7.07 3.41 0.16
F 7.66 3.64 -1.91
F 8.39 1.97 -0.74
H 3.10 1.65 0.24
H 2.27 0.67 -0.98
H 3.91 0.26 -0.46
H 3.08 2.78 -1.99
H 3.94 1.43 -2.70
C 8.00 2.10 -4.36
C 8.55 3.20 -5.25
O 9.01 2.67 -6.50
C 8.08 2.41 -7.41
O 6.90 2.58 -7.27
C 8.73 1.90 -8.70
F 9.65 0.96 -8.46
F 9.34 2.91 -9.36
F 7.83 1.38 -9.54
H 8.75 1.31 -4.22
H 7.73 2.50 -3.38
H 7.12 1.63 -4.80
H 9.41 3.66 -4.77
H 7.81 3.98 -5.41
C 7.58 -0.87 1.43
C 8.99 -1.14 0.96
O 9.86 -1.46 2.07
C 9.78 -2.70 2.54
O 9.06 -3.56 2.12
C 10.78 -2.90 3.68
F 10.74 -1.88 4.57
F 12.04 -2.96 3.21
F 10.55 -4.02 4.36
H 7.57 -0.09 2.19
H 6.96 -0.56 0.59
H 7.13 -1.76 1.88
H 9.41 -0.25 0.50
H 9.03 -1.94 0.22
C -8.36 -0.57 8.99
C -7.21 -1.57 8.99
O -7.52 -2.70 8.15
C -7.36 -2.51 6.84
O -7.00 -1.50 6.33
C -7.67 -3.81 6.09
F -8.82 -4.38 6.52
F -6.69 -4.72 6.26
F -7.80 -3.61 4.78
H -9.29 -1.06 9.29
H -8.15 0.24 9.69
H -8.52 -0.15 8.00
H -7.06 -1.96 9.99
H -6.28 -1.11 8.67
C -7.20 -0.57 -4.71
C -6.56 0.54 -5.50
O -6.08 0.06 -6.78
C -6.99 -0.07 -7.73
O -8.16 0.17 -7.63
C -6.32 -0.54 -9.03
F -5.47 -1.56 -8.82
F -5.61 0.45 -9.60
F -7.22 -0.96 -9.93
H -6.51 -1.40 -4.60
H -7.48 -0.21 -3.72
H -8.10 -0.95 -5.21
H -5.68 0.91 -4.97
H -7.23 1.39 -5.64
```



Here is a 6-piece molecular cluster, C30H48FN2O10 overall from the OMol25 dataset. Energies are from the ωB97M-V functional and the def2-TZVPD basis.

Computed properties:
- LUMO level (eV) = 2.3
- total energy (eV) = -58060.101
- net charge = -1
- Kohn-Sham gap (eV) = 7.49
- relative energy (zero: lowest compared OMol25 entry of this formula, charge and spin) (eV) = 0.000
- HOMO level (eV) = -5.15

The geometry in XYZ format:
```
91
C30H48FN2O10 (the ωB97M-V functional and the def2-TZVPD basis)
F 12.92 -8.29 -2.58
C 13.19 -4.86 1.57
O 12.31 -5.61 0.77
C 12.08 -5.01 -0.46
C 10.82 -5.62 -1.09
N 10.83 -7.08 -1.02
C 9.57 -7.66 -1.47
C 8.40 -7.47 -0.50
O 8.67 -7.91 0.80
C 7.51 -7.89 1.62
H 13.35 -5.28 2.55
H 12.78 -3.85 1.72
H 14.15 -4.78 1.04
H 12.93 -5.04 -1.15
H 11.87 -3.93 -0.35
H 10.75 -5.17 -2.09
H 9.97 -5.32 -0.48
H 11.58 -7.46 -1.65
H 9.79 -8.73 -1.36
H 9.24 -7.43 -2.50
H 7.56 -8.02 -0.96
H 8.10 -6.41 -0.47
H 6.97 -8.83 1.51
H 6.92 -7.02 1.29
H 7.86 -7.77 2.64
C 14.26 -9.89 3.21
O 13.68 -9.08 2.25
C 14.58 -8.75 1.20
C 14.63 -9.83 0.13
N 13.28 -10.04 -0.34
C 13.06 -11.44 -0.67
C 11.65 -11.89 -1.09
O 10.67 -11.31 -0.32
C 9.48 -12.04 -0.30
H 14.88 -9.37 3.95
H 14.82 -10.75 2.81
H 13.45 -10.38 3.76
H 15.56 -8.50 1.62
H 14.19 -7.83 0.76
H 15.16 -10.70 0.53
H 15.29 -9.47 -0.68
H 13.18 -9.44 -1.19
H 13.52 -12.17 0.01
H 13.67 -11.72 -1.56
H 11.76 -12.98 -0.93
H 11.56 -11.86 -2.18
H 8.88 -11.72 0.54
H 9.58 -13.13 -0.23
H 8.90 -11.89 -1.23
C 15.10 -11.16 -5.41
C 15.40 -10.98 -6.76
C 15.00 -9.82 -7.40
C 14.16 -8.90 -6.78
C 13.88 -9.07 -5.43
C 14.36 -10.18 -4.76
O 14.12 -10.32 -3.43
O 15.23 -9.69 -8.76
H 15.46 -11.97 -4.80
H 15.96 -11.71 -7.33
H 13.83 -8.03 -7.34
H 13.19 -8.35 -5.02
H 13.46 -9.66 -3.10
H 15.23 -8.78 -9.06
C 18.63 -6.77 -3.10
C 17.63 -6.58 -2.15
C 16.35 -7.06 -2.35
C 16.02 -7.57 -3.60
C 16.98 -7.68 -4.58
C 18.31 -7.35 -4.32
O 19.31 -7.45 -5.25
O 15.41 -7.06 -1.37
H 19.64 -6.48 -2.84
H 17.86 -6.11 -1.20
H 15.00 -7.84 -3.83
H 16.78 -8.01 -5.60
H 19.02 -8.03 -5.96
H 14.62 -7.55 -1.70
C 11.25 -6.28 -6.47
C 12.00 -5.51 -7.35
C 13.18 -4.89 -6.95
C 13.56 -4.96 -5.62
C 12.79 -5.68 -4.70
C 11.69 -6.39 -5.15
O 10.87 -7.03 -4.27
O 13.89 -4.08 -7.81
H 10.40 -6.88 -6.75
H 11.81 -5.39 -8.41
H 14.44 -4.48 -5.20
H 13.10 -5.66 -3.67
H 11.40 -7.27 -3.47
H 13.29 -3.63 -8.42
```



Here is a 2-piece molecular cluster, C30H48N2O6P overall from the OMol25 dataset. Energies are from the ωB97M-V functional and the def2-TZVPD basis.

Computed properties:
- LUMO level (eV) = 2.2
- total energy (eV) = -56436.990
- net charge = -1
- Kohn-Sham gap (eV) = 5.93
- HOMO level (eV) = -3.76

The geometry in XYZ format:
```
87
C30H48N2O6P (the ωB97M-V functional and the def2-TZVPD basis)
C 2.96 3.88 2.10
C 2.90 3.02 1.26
C 2.91 2.07 0.09
C 3.93 0.83 0.30
C 5.12 1.21 -0.61
C 5.73 2.47 -0.35
C 6.81 2.77 -1.22
C 7.15 1.78 -2.17
N 6.59 0.61 -2.40
C 5.54 0.32 -1.62
O 4.15 0.70 1.69
C 3.08 -0.01 2.26
O 2.93 -0.25 3.39
O 2.26 -0.40 1.18
C 3.11 -0.44 0.00
C 2.41 -0.48 -1.40
C 0.85 -0.50 -1.38
C 0.27 0.77 -2.10
C -1.11 1.25 -1.57
C -1.19 1.38 -0.02
C -2.29 2.41 0.42
C -3.72 2.09 -0.14
C -4.72 1.59 0.97
C -6.14 1.53 0.32
C -7.07 0.39 0.83
C -6.40 -1.02 0.96
C -5.44 -1.41 -0.20
C -6.00 -1.20 -1.63
C -5.21 -2.07 -2.68
C -3.78 -1.46 -2.88
C -2.65 -2.52 -3.00
P 3.94 -2.15 0.15
C 5.46 -2.07 1.26
C 2.64 -3.26 0.96
C 2.98 -3.67 2.43
H 3.06 4.82 2.63
H 1.87 1.72 -0.03
H 3.15 2.63 -0.84
H 5.38 3.16 0.43
H 7.35 3.72 -1.15
H 8.02 2.02 -2.81
H 5.02 -0.63 -1.80
H 2.86 -1.34 -1.95
H 2.72 0.41 -1.99
H 0.40 -0.68 -0.39
H 0.54 -1.36 -2.01
H 0.15 0.52 -3.18
H 0.97 1.64 -2.08
H -1.94 0.62 -1.94
H -1.28 2.26 -1.99
H -1.44 0.43 0.49
H -0.23 1.80 0.35
H -2.33 2.57 1.51
H -1.99 3.39 -0.03
H -3.72 1.37 -0.98
H -4.14 3.04 -0.53
H -4.34 0.62 1.33
H -4.75 2.29 1.82
H -6.06 1.57 -0.78
H -6.64 2.49 0.60
H -7.88 0.28 0.08
H -7.57 0.61 1.79
H -7.15 -1.82 1.11
H -5.80 -1.00 1.90
H -5.26 -2.51 -0.09
H -4.44 -0.95 -0.08
H -5.86 -0.16 -1.98
H -7.09 -1.40 -1.71
H -5.14 -3.13 -2.37
H -5.75 -1.95 -3.64
H -3.54 -0.85 -1.98
H -3.72 -0.75 -3.74
H -2.78 -3.20 -3.87
H -2.52 -3.07 -2.05
H -1.69 -1.99 -3.19
H 5.99 -3.03 1.12
H 6.09 -1.24 0.88
H 5.17 -1.90 2.31
H 2.69 -4.20 0.36
H 1.62 -2.88 0.82
H 4.02 -4.05 2.47
H 2.28 -4.48 2.71
H 2.82 -2.82 3.11
N 3.75 -0.15 6.58
O 2.84 0.67 6.39
O 3.48 -1.31 6.97
O 4.95 0.17 6.38
```



Here is C30H48P2RuS as an isolated structure from the OMol25 dataset. Energies are from the ωB97M-V functional and the def2-TZVPD basis.

Computed properties:
- expectation value of S² = 6.035
- spin multiplicity = 5
- LUMO level (alpha / beta) (eV) = -6.8 / -7.4
- total energy (eV) = -63861.403
- net charge = +2
- Kohn-Sham gap (alpha / beta) (eV) = 3.60 / 4.02
- HOMO level (alpha / beta) (eV) = -10.37 / -11.41

The geometry in XYZ format:
```
82
C30H48P2RuS (the ωB97M-V functional and the def2-TZVPD basis)
Ru -0.42 -1.27 -5.44
C -0.39 -2.12 0.56
C 0.97 -2.22 0.21
C 0.79 -0.68 1.89
C -0.50 -1.16 1.60
C 1.71 -1.33 1.03
C -1.52 -2.89 -0.02
H -1.16 -3.75 -0.58
H -2.13 -2.27 -0.69
H -2.19 -3.26 0.77
C -1.76 -0.81 2.30
H -2.34 -0.06 1.74
H -1.55 -0.39 3.29
H -2.39 -1.70 2.43
C 1.13 0.25 3.00
H 0.70 -0.11 3.94
H 0.71 1.25 2.82
H 2.21 0.35 3.12
C 3.18 -1.17 1.06
H 3.62 -1.73 1.90
H 3.48 -0.13 1.20
H 3.64 -1.55 0.15
C 1.58 -3.13 -0.79
H 2.32 -3.80 -0.32
H 2.10 -2.57 -1.58
H 0.81 -3.76 -1.26
C -1.64 0.17 -6.03
C -1.81 -1.05 -6.79
C -1.07 -1.33 -8.07
C 0.50 -1.24 -8.04
C 1.12 -1.10 -6.67
C 0.97 0.08 -5.86
C 0.50 1.39 -6.45
C -1.01 1.38 -6.70
H -1.44 -0.70 -8.89
H 0.86 -0.46 -8.71
H -1.31 -2.37 -8.35
H -1.23 1.36 -7.77
H -2.45 0.40 -5.32
H -2.79 -1.53 -6.66
H -1.49 2.30 -6.34
H 0.73 2.18 -5.73
H 1.69 0.17 -5.04
H 1.04 1.67 -7.37
H 0.89 -2.17 -8.49
H 2.04 -1.66 -6.51
P -1.89 1.80 -1.77
P 0.95 2.45 -0.93
C -1.16 3.27 -2.60
C 0.33 3.54 -2.22
H -1.80 4.15 -2.39
H -1.23 3.08 -3.69
H 0.99 3.37 -3.09
H 0.44 4.57 -1.87
C 2.16 3.15 0.18
H 2.84 2.36 0.54
H 1.71 3.64 1.05
H 2.75 3.90 -0.37
C 1.39 0.92 -1.76
H 1.94 1.19 -2.68
H 0.49 0.34 -2.03
H 2.05 0.30 -1.13
C -3.70 2.00 -1.90
H -4.13 1.06 -1.48
H -3.96 1.98 -2.98
H -4.13 2.90 -1.42
C -0.87 -2.09 -3.63
H -0.25 -1.61 -2.87
H -0.66 -3.18 -3.63
H -1.93 -1.95 -3.41
S -0.92 2.16 0.19
C -1.27 3.57 1.32
C -1.44 3.25 2.69
C -1.18 4.23 3.66
C -0.85 5.53 3.25
C -0.78 5.86 1.89
C -0.99 4.88 0.92
H -1.72 2.22 2.95
H -1.20 3.95 4.71
H -0.63 6.28 4.01
H -0.51 6.87 1.57
H -0.87 5.08 -0.14
```



Here is C30H49AsMoN5O7SSi4 as an isolated structure from the OMol25 dataset. Energies are from the ωB97M-V functional and the def2-TZVPD basis.

Computed properties:
- expectation value of S² = 2.167
- spin multiplicity = 3
- LUMO level (alpha / beta) (eV) = -4.9 / -4.4
- total energy (eV) = -158716.159
- net charge = +1
- Kohn-Sham gap (alpha / beta) (eV) = 5.70 / 6.35
- relative energy (zero: lowest compared OMol25 entry of this formula, charge and spin) (eV) = 0.678
- HOMO level (alpha / beta) (eV) = -10.55 / -10.78

The geometry in XYZ format:
```
98
C30H49AsMoN5O7SSi4 (the ωB97M-V functional and the def2-TZVPD basis)
Mo -1.28 -0.66 0.53
C -1.96 2.43 0.37
N -2.41 1.07 0.69
C -3.70 0.91 0.95
C -4.19 -0.37 1.14
C -5.44 -0.94 1.39
C -5.25 -2.32 1.39
C -3.88 -2.54 1.14
N -3.25 -1.37 0.98
C -1.89 3.29 1.60
C -2.72 4.38 1.77
C -2.66 5.15 2.93
C -1.76 4.82 3.93
C -0.92 3.72 3.77
C -0.99 2.97 2.62
H -2.63 2.86 -0.37
H -0.98 2.34 -0.10
H -4.34 1.79 1.01
H -6.37 -0.41 1.55
H -5.99 -3.08 1.54
H -3.36 -3.48 1.06
H -3.42 4.65 0.98
H -3.32 6.00 3.05
H -1.71 5.42 4.83
H -0.21 3.47 4.55
H -0.34 2.10 2.49
C -0.47 1.80 -3.62
As -1.70 0.36 -3.87
C -0.91 -1.00 -4.96
C -3.11 1.07 -4.95
S -2.50 -0.38 -2.06
H 0.06 2.00 -4.56
H 0.24 1.54 -2.84
H -1.05 2.67 -3.33
H -0.22 -0.56 -5.68
H -1.71 -1.50 -5.49
H -0.39 -1.72 -4.34
H -2.73 1.31 -5.94
H -3.51 1.97 -4.48
H -3.90 0.32 -5.02
O 1.98 -5.91 -4.36
N 2.31 -4.81 -4.75
O 2.91 -4.56 -5.77
C 1.94 -3.66 -3.89
C 2.36 -2.39 -4.24
C 2.06 -1.34 -3.40
C 1.37 -1.48 -2.16
O 1.22 -0.45 -1.38
C 0.85 -2.79 -1.96
C 1.17 -3.87 -2.78
N -0.07 -3.14 -0.93
O -0.45 -2.17 -0.16
O -0.49 -4.26 -0.70
N 2.51 -0.01 -3.89
O 2.69 0.09 -5.09
O 2.65 0.89 -3.09
H 2.91 -2.22 -5.15
H 0.80 -4.86 -2.55
C -1.35 -2.77 3.34
Si -1.10 -0.93 3.07
C 0.55 -0.46 3.80
C -2.39 0.05 4.01
Si 1.30 0.06 0.38
Si 2.38 2.18 0.36
C 4.05 2.13 -0.45
C 1.35 3.56 -0.35
C 2.62 2.55 2.18
Si 2.96 -1.49 1.09
C 4.02 -1.06 2.57
C 4.11 -1.56 -0.40
C 2.23 -3.18 1.47
H -2.38 -2.98 3.61
H -0.70 -3.10 4.16
H -1.11 -3.39 2.47
H 0.50 -0.64 4.88
H 0.80 0.59 3.65
H 1.36 -1.07 3.40
H -2.83 -0.60 4.77
H -3.20 0.45 3.41
H -1.91 0.89 4.51
H 4.02 1.88 -1.51
H 4.71 1.41 0.05
H 4.51 3.12 -0.35
H 1.02 3.36 -1.37
H 1.94 4.48 -0.38
H 0.48 3.76 0.27
H 3.35 1.89 2.65
H 1.69 2.48 2.75
H 2.99 3.58 2.30
H 4.49 -0.08 2.51
H 4.82 -1.80 2.59
H 3.49 -1.13 3.52
H 5.12 -1.28 -0.09
H 3.83 -0.89 -1.21
H 4.17 -2.58 -0.81
H 2.85 -3.66 2.23
H 2.21 -3.85 0.61
H 1.22 -3.12 1.88
```